Record 1
{"formula": "C18H54O18", "method": "the ωB97M-V functional and the def2-TZVPD basis", "elements": ["H", "C", "H", "C", "H", "C", "H", "H", "C", "H", "H", "H", "H", "H", "H", "H", "O", "H", "C", "O", "C", "H", "H", "H", "C", "H", "H", "O", "H", "H", "H", "H", "O", "H", "H", "H", "H", "O", "H", "O", "H", "H", "O", "H", "O", "H", "O", "C", "H", "H", "C", "H", "H", "H", "O", "O", "C", "H", "H", "H", "H", "H", "C", "O", "H", "O", "H", "O", "H", "O", "H", "H", "C", "C", "H", "H", "H", "H", "O", "C", "H", "C", "H", "C", "O", "C", "H", "C", "H", "O"], "coordinates": [[-13.529, -6.178, -22.944], [-6.059, -6.267, -20.786], [-15.598, -5.170, -20.903], [-16.012, -10.642, -17.351], [-5.631, -7.799, -22.413], [-13.496, -4.822, -19.008], [-16.773, -12.251, -16.574], [-10.305, -4.502, -15.048], [-7.309, -5.437, -25.548], [-11.068, -7.946, -15.920], [-12.417, -4.677, -18.968], [-6.583, -5.062, -22.245], [-5.200, -6.307, -20.117], [-9.259, -9.059, -19.589], [-6.018, -9.377, -16.100], [-8.906, -7.644, -18.565], [-13.712, -10.499, -18.143], [-5.880, -11.920, -18.062], [-5.728, -9.929, -18.162], [-16.116, -12.039, -17.241], [-12.980, -7.118, -23.006], [-13.171, -9.954, -18.719], [-10.664, -10.798, -13.983], [-9.000, -7.382, -21.000], [-10.777, -11.855, -14.221], [-4.949, -9.205, -18.398], [-8.953, -4.214, -24.960], [-5.210, -11.244, -17.939], [-13.084, -8.650, -16.178], [-11.802, -5.582, -16.644], [-10.785, -6.446, -21.701], [-10.916, -8.932, -17.767], [-7.719, -10.343, -16.705], [-13.428, -4.544, -21.207], [-17.007, -10.226, -17.511], [-15.041, -9.245, -18.687], [-7.770, -8.385, -22.685], [-13.111, -7.742, -15.865], [-12.592, -11.992, -13.539], [-12.297, -10.850, -15.788], [-12.647, -10.923, -16.679], [-13.677, -3.157, -20.399], [-5.866, -5.338, -25.300], [-10.596, -12.079, -16.365], [-8.031, -4.813, -23.278], [-7.481, -5.156, -26.587], [-10.980, -5.841, -22.421], [-11.018, -8.414, -18.720], [-12.288, -5.228, -14.979], [-11.870, -7.383, -14.361], [-11.545, -6.679, -23.424], [-11.989, -12.820, -15.695], [-6.905, -6.083, -20.124], [-7.067, -8.501, -17.228], [-15.358, -4.287, -20.614], [-11.915, -9.117, -19.564], [-11.367, -11.929, -15.609], [-11.397, -6.161, -24.371], [-7.630, -6.477, -25.487], [-13.883, -4.313, -18.124], [-12.052, -8.558, -20.332], [-5.550, -6.150, -24.897], [-15.079, -10.313, -18.473], [-7.685, -7.624, -22.105], [-9.825, -12.373, -14.101], [-10.344, -5.456, -15.149], [-13.357, -7.796, -23.771], [-11.736, -12.309, -13.242], [-10.997, -7.620, -23.451], [-13.138, -7.642, -21.620], [-13.492, -6.948, -21.060], [-15.659, -10.227, -16.407], [-13.943, -4.210, -20.306], [-6.628, -9.471, -16.998], [-6.294, -8.474, -20.999], [-7.442, -11.132, -16.234], [-11.515, -7.488, -18.431], [-7.453, -3.498, -24.857], [-13.831, -6.157, -19.094], [-11.627, -5.834, -15.598], [-8.560, -5.607, -23.167], [-9.618, -8.082, -19.264], [-14.659, -6.340, -18.643], [-6.309, -7.561, -21.594], [-5.820, -5.156, -21.669], [-7.951, -4.431, -24.591], [-6.408, -9.904, -19.013], [-11.869, -7.375, -15.451], [-15.366, -10.815, -19.398], [-9.675, -7.163, -20.353]], "forces_ev_per_a": [[-0.53, -0.07, -0.65], [-0.12, 0.09, -1.56], [0.28, -0.14, 0.04], [-0.10, 0.11, 0.43], [0.26, 0.77, -0.06], [0.12, 1.27, -0.96], [0.04, -0.02, 0.04], [-0.10, -0.08, -0.08], [1.60, 0.26, 0.55], [0.13, 0.12, 0.28], [0.23, -0.39, 0.04], [-0.55, 0.12, -0.43], [0.27, -0.43, -0.28], [0.55, -0.02, -0.26], [0.11, 0.19, 0.16], [-0.42, -0.31, 0.74], [-0.33, -1.58, 1.03], [-0.29, 0.30, -0.23], [-1.91, -0.51, 0.13], [0.01, -0.84, -0.06], [0.08, 1.77, 0.76], [0.58, 0.40, -0.69], [0.68, 0.21, -0.28], [0.92, -0.32, -0.61], [-1.30, 0.89, 0.36], [0.30, -0.30, 0.41], [-0.57, -0.17, -0.19], [0.65, 0.67, 0.15], [0.01, -0.25, 0.00], [0.13, 0.27, -0.28], [0.37, 0.01, 0.85], [0.13, -0.58, -0.22], [-0.27, 0.14, -0.60], [0.51, -0.98, 0.35], [-0.06, 0.31, -0.40], [-1.25, 0.34, -0.08], [-0.01, -1.03, -0.84], [-1.77, -0.08, -1.16], [-0.10, 0.14, -0.06], [1.22, 0.11, 0.38], [-0.61, 0.01, -0.52], [-0.30, 0.35, 0.64], [-0.83, -0.15, -0.58], [0.13, 0.86, -0.28], [0.97, 0.68, 1.26], [-0.02, 0.35, -0.06], [-0.36, 0.07, -0.73], [0.18, 1.54, 1.04], [-0.91, -0.52, -0.13], [0.68, -1.15, 0.38], [0.10, -1.10, 1.82], [0.19, -0.54, 0.24], [-0.39, 0.03, -0.08], [0.02, -0.01, -0.04], [0.34, 0.30, 0.79], [1.00, -0.34, 0.30], [-0.66, -0.76, 0.10], [-0.80, -0.18, -0.14], [-0.21, 0.00, 0.54], [-0.40, -0.06, -0.02], [-0.37, 0.16, -0.72], [-0.13, -0.17, 0.14], [0.95, 1.44, -0.37], [0.60, 1.99, 0.73], [-0.29, -0.22, 0.05], [0.91, -0.69, -0.11], [-0.34, -0.20, 0.46], [0.59, -0.59, -0.05], [0.54, -0.05, -0.31], [0.93, -0.45, -1.99], [0.08, 0.27, 0.14], [0.32, 0.23, 0.05], [-0.70, 1.48, -1.57], [0.80, -0.26, 0.49], [0.61, 0.11, 0.75], [0.40, 0.12, -0.02], [-0.05, 0.42, -0.04], [0.55, 0.14, 1.25], [-0.04, -1.93, 0.39], [-0.59, -0.07, -0.77], [-0.24, -0.32, -0.09], [-0.59, -0.63, -1.00], [0.06, 0.07, 0.14], [-1.11, -1.01, 0.50], [0.54, -0.62, 1.20], [-1.29, -0.61, -2.78], [0.14, -0.32, -0.46], [1.50, 2.33, 1.96], [0.02, -0.37, 0.04], [-1.41, 0.01, 0.75]], "de_lowest_kcal_mol": 0.0, "total_charge": -1, "homo_ev": [0.11, -7.09], "homo_lumo_gap_ev": [1.87, 9.06], "multiplicity": 2}

Record 2
{"formula": "C18H54O9", "method": "the ωB97M-V functional and the def2-TZVPD basis", "elements": ["H", "H", "O", "H", "H", "H", "O", "O", "C", "O", "H", "H", "H", "H", "C", "H", "H", "H", "H", "H", "H", "H", "H", "H", "H", "H", "H", "H", "O", "C", "H", "H", "H", "O", "C", "C", "H", "H", "H", "H", "C", "H", "O", "C", "C", "H", "H", "H", "H", "H", "H", "C", "C", "C", "H", "H", "C", "H", "H", "H", "C", "O", "H", "H", "H", "H", "H", "H", "C", "H", "C", "H", "C", "O", "H", "H", "C", "H", "H", "C", "H"], "coordinates": [[-3.109, 1.099, -8.621], [1.705, -1.352, -1.757], [-3.992, 3.629, 6.593], [4.138, 0.750, -6.968], [6.144, 0.149, -4.604], [-4.597, 5.007, 8.919], [4.130, -9.470, -3.612], [1.856, -1.532, -0.826], [-2.795, 6.767, 0.474], [-8.207, -1.145, 0.926], [2.084, -6.902, -3.934], [9.275, -2.995, 1.132], [1.977, -8.427, -4.991], [-6.262, 5.354, 8.594], [1.785, 2.743, 9.072], [1.681, 3.444, 8.244], [-2.699, -0.386, -9.257], [0.036, -0.459, 1.773], [-7.886, -1.772, 1.578], [-0.009, -1.947, -0.289], [-8.739, -1.628, -0.835], [0.406, -0.174, -0.640], [-1.738, 5.829, 1.610], [2.338, 3.270, 9.849], [-2.374, 7.629, 0.991], [4.099, -7.560, -2.953], [0.991, -1.954, 1.842], [-3.726, 3.793, 5.685], [-2.795, -0.409, -7.260], [2.464, 1.372, 8.657], [-7.415, -2.588, -0.303], [6.160, -3.191, 0.559], [-4.778, -1.466, -8.542], [6.830, -3.773, 0.924], [6.257, 0.646, -5.567], [0.686, -1.116, -0.168], [3.547, 1.479, 8.705], [2.051, 1.159, 7.671], [-4.635, 6.077, -0.492], [7.461, -3.999, 2.805], [8.621, -2.425, 1.791], [4.873, -9.599, -4.206], [4.219, -0.132, -6.598], [-4.985, 4.734, 6.834], [-4.311, 6.844, 0.210], [2.326, 0.657, 9.469], [5.743, -1.401, -6.465], [-2.367, 6.707, -0.527], [1.820, -0.538, 1.601], [9.258, -2.233, 2.655], [-5.776, 3.711, 8.710], [-4.797, -0.381, -8.638], [7.318, -3.178, 2.103], [-5.451, 4.678, 8.326], [-5.912, 4.745, 6.261], [-5.865, -0.800, -0.337], [-6.841, -0.532, -0.742], [-0.064, 2.476, 8.796], [-5.404, 0.063, -7.848], [5.893, 1.673, -5.591], [-7.791, -1.565, -0.301], [0.486, 2.429, 9.582], [-7.001, 0.501, -0.432], [5.998, -0.258, -7.671], [1.778, -8.421, -3.277], [-5.184, -0.104, -9.619], [-4.385, 5.608, 6.583], [-1.837, -0.343, -7.251], [3.802, -8.137, -3.829], [-6.738, -0.475, -1.826], [5.621, -0.334, -6.651], [8.438, -1.595, 1.108], [2.343, -7.951, -4.082], [-2.554, 5.559, 1.182], [-4.932, 6.663, 1.088], [6.630, -2.443, 2.522], [-3.343, 0.042, -8.488], [-4.527, 7.788, -0.290], [4.362, -7.712, -4.661], [0.871, -1.000, 1.328], [7.319, 0.728, -5.800]], "forces_ev_per_a": [[-0.74, 0.48, 0.27], [0.25, -0.16, -0.08], [-2.01, 1.14, 0.16], [-0.65, 0.13, 0.06], [-0.11, 0.48, 0.08], [-0.01, -0.21, 0.29], [0.62, -0.95, -0.51], [1.13, -0.11, -0.14], [-2.00, -0.56, -1.12], [-0.63, -0.29, 3.57], [-0.06, 0.14, -0.76], [-0.11, -0.78, 0.13], [0.15, 0.46, -0.22], [-0.04, 0.25, -0.57], [0.37, -1.45, 0.37], [0.23, -0.11, -0.23], [-0.41, -0.45, -0.58], [0.09, 0.00, 0.04], [-0.17, 0.23, 0.34], [-0.86, 0.49, -0.40], [0.23, 0.15, -1.03], [-0.71, 0.01, 0.36], [0.28, -1.02, 0.51], [0.02, -0.20, 0.13], [-0.25, 0.10, 0.12], [-0.05, 0.20, 0.19], [-0.50, -0.34, -0.33], [0.22, -0.27, -0.16], [-0.66, -0.22, 0.88], [0.11, 2.22, 0.90], [0.46, 0.04, -0.01], [-0.04, -0.10, -0.19], [-0.41, 0.00, 0.02], [-0.61, 0.03, -0.36], [0.78, -1.82, -1.53], [-0.13, -0.67, 0.39], [0.16, 0.20, -0.87], [0.37, -0.80, 0.23], [0.38, -0.19, -0.10], [0.15, 0.20, 0.21], [0.43, -0.82, -0.68], [0.08, -0.70, 0.25], [-0.19, 0.15, -0.64], [0.56, -1.03, 1.40], [0.31, 0.17, -0.16], [-0.83, -0.21, -0.41], [0.38, 0.12, 0.72], [0.53, 0.11, -0.04], [-0.08, 0.68, -0.25], [-0.39, 0.62, 0.11], [0.25, -0.26, -0.57], [0.98, 0.06, 0.31], [1.11, 0.43, -0.06], [1.22, 0.55, -0.22], [0.36, -0.65, -0.77], [0.24, 0.12, -0.07], [1.95, 0.42, -1.71], [-0.53, -0.18, 0.25], [-0.06, -0.09, -0.07], [-0.51, -0.28, -0.04], [-1.50, -0.16, -1.24], [0.08, 0.53, -0.37], [-0.73, -0.30, 0.33], [0.16, 0.73, -0.10], [0.06, -0.31, 0.17], [0.01, 0.02, 0.08], [-0.54, 0.47, 0.41], [-0.07, 0.11, -0.25], [-0.10, 1.39, 0.09], [0.15, -0.21, -0.18], [-0.11, 0.56, 1.17], [-0.22, 0.65, 0.71], [-0.88, -0.18, 0.98], [0.81, 0.75, 0.29], [0.21, 0.48, 0.21], [-0.33, -0.23, 0.14], [1.37, 0.08, -0.64], [-0.27, 0.16, 0.29], [0.18, -0.04, -0.18], [0.84, 0.12, 0.41], [0.24, -0.06, 0.28]], "de_lowest_kcal_mol": 142.8, "total_charge": 0, "homo_ev": -10.00, "homo_lumo_gap_ev": 10.34, "multiplicity": 1, "smiles": "CCO.CCO.CCO.CCO.CCO.CCO.CCO.CCO.CCO"}